(1)
This record from the OMol25 dataset describes a single C18H20N4O4S molecule in a non-equilibrium geometry. The level of theory is the ωB97M-V functional and the def2-TZVPD basis.

Values from the calculation:
Total charge ... 0
SMILES ... COc1ccc(Cn2c(CO)cnc2SCC(=O)Nc2cc(C)on2)cc1
Gap between HOMO and LUMO ... 8.754 eV
LUMO energy ... 0.64 eV
Maximum force ... 0.02493 Eh/bohr

Each line ends with the Löwdin charge.
Element x y z (Å)
C1 2.46116 3.48740 0.51038  -0.08
H1 3.17526 4.29209 0.34278  0.09
O1 1.22575 3.96579 0.02594  -0.07
C2 0.20254 3.08216 -0.07691  -0.27
C3 -0.88765 3.48160 -0.85183  0.01
C4 -1.94029 2.62134 -1.07294  -0.06
C5 -1.94654 1.35100 -0.51041  -0.26
C6 -0.89573 0.98311 0.31738  -0.03
C7 0.17418 1.83149 0.53173  0.00
H2 0.98695 1.50186 1.15849  0.10
H3 -0.88981 0.00635 0.78289  0.12
C8 -3.03136 0.35505 -0.85115  -0.09
N1 -2.44974 -0.94672 -1.07514  -0.03
C9 -1.44053 -1.21007 -1.94370  -0.62
N2 -1.00538 -2.44486 -1.83711  0.04
C10 -1.75919 -3.01417 -0.85759  -0.08
C11 -2.65742 -2.10793 -0.36701  -0.19
C12 -3.65553 -2.24666 0.73648  -0.22
H4 -4.67720 -2.17850 0.34468  0.13
H5 -3.51336 -1.43053 1.46720  0.12
O2 -3.57654 -3.49162 1.37459  -0.04
H6 -2.66806 -3.63509 1.66557  0.09
H7 -1.60041 -4.03536 -0.57897  0.11
S1 -0.79321 -0.01089 -3.03835  1.03
C13 0.93871 -0.59289 -3.15510  -0.33
C14 1.64054 -0.37285 -1.82892  -0.53
O3 2.31338 0.60221 -1.58438  0.07
N3 1.41305 -1.39051 -0.95097  0.16
C15 1.75859 -1.36953 0.38045  -0.31
N4 1.12012 -2.12962 1.24102  0.11
O4 1.67753 -1.89787 2.45819  0.00
C16 2.65914 -0.98704 2.33749  -0.32
C17 2.76485 -0.60675 1.03164  0.04
H8 3.43621 0.09083 0.58148  0.11
C18 3.40194 -0.58246 3.55498  0.00
H9 3.86263 -1.45361 4.01759  0.09
H10 4.17113 0.13775 3.29402  0.09
H11 2.72136 -0.13995 4.28094  0.09
H12 0.72456 -2.10256 -1.21272  0.10
H13 0.91758 -1.64024 -3.44967  0.08
H14 1.39090 0.02896 -3.92552  0.09
H15 -3.75926 0.26961 -0.04000  0.13
H16 -3.55723 0.67885 -1.75544  0.13
H17 -2.75623 2.92748 -1.71065  0.11
H18 -0.86635 4.46158 -1.30082  0.12
H19 2.41607 3.26486 1.58201  0.09
H20 2.77290 2.59693 -0.04261  0.08

Force components x, y, z for each atom (eV/Å):
C 0.23 -0.10 0.06
H -0.01 -0.07 0.05
O -0.26 0.13 -0.10
C -0.29 -0.09 -0.12
C 0.26 0.10 0.09
C -0.03 -0.18 0.21
C -0.06 0.15 0.21
C -0.26 0.08 -0.07
C 0.22 0.18 0.09
H 0.10 -0.02 0.02
H 0.05 -0.14 0.01
C -0.07 0.49 0.10
N 0.23 -0.46 -0.19
C 0.25 -0.24 -0.28
N -0.03 0.25 -0.50
C -0.42 0.15 0.30
C -0.02 -0.51 0.17
C -0.17 0.44 0.03
H 0.11 0.07 0.09
H -0.12 -0.08 -0.16
O 0.13 -0.35 0.06
H -0.02 0.05 0.01
H -0.08 -0.20 0.19
S 0.20 0.15 -0.33
C -0.43 0.05 0.10
C -0.04 -0.20 -0.22
O 0.22 0.26 -0.02
N -0.12 -0.48 0.09
C 0.22 0.11 0.93
N -0.56 -0.22 -1.13
O 0.56 0.32 0.64
C 0.09 0.22 -0.74
C -0.09 -0.22 0.52
H 0.16 0.16 -0.03
C -0.21 -0.19 0.02
H 0.08 -0.01 0.05
H 0.03 0.03 0.01
H 0.01 0.06 0.06
H 0.16 0.20 -0.08
H 0.11 0.02 -0.04
H 0.01 -0.05 0.08
H 0.01 -0.05 -0.15
H -0.06 -0.03 0.16
H -0.09 0.05 -0.13
H 0.02 0.13 -0.08
H 0.00 0.00 -0.04
H -0.01 0.01 0.04

(2)
This record from the OMol25 dataset describes a single C18H20O3 molecule. The level of theory is the ωB97M-V functional and the def2-TZVPD basis.

Values from the calculation:
Total charge ... 0
SMILES ... CCc1ccc(OCCCOc2ccc(C=O)cc2)cc1
Gap between HOMO and LUMO ... 8.730 eV
LUMO energy ... 0.34 eV
Maximum force ... 0.01256 Eh/bohr

Each line ends with the Löwdin charge.
Element x y z (Å)
C1 -5.13228 -2.81403 0.61135  -0.10
H1 -5.90581 -2.06365 0.46446  0.07
H2 -4.71578 -2.68404 1.60770  0.07
H3 -5.58764 -3.79983 0.55072  0.07
C2 -4.03705 -2.66235 -0.44634  -0.22
C3 -3.41368 -1.29818 -0.36682  -0.26
C4 -2.30083 -1.06556 0.42503  -0.03
C5 -1.74344 0.19758 0.53911  -0.02
C6 -2.30371 1.26721 -0.14716  -0.26
C7 -3.42615 1.04165 -0.94407  0.00
C8 -3.96963 -0.22039 -1.04777  -0.04
H4 -4.83888 -0.37464 -1.67068  0.12
H5 -3.85437 1.87962 -1.47111  0.12
O1 -1.86670 2.56374 -0.10765  -0.04
C9 -0.68961 2.88248 0.59225  -0.20
C10 0.57363 2.47970 -0.17457  -0.13
C11 1.83521 2.85768 0.60280  -0.19
H6 1.89887 3.94507 0.70037  0.14
O2 3.01771 2.49248 -0.07789  -0.03
C12 3.43276 1.20473 -0.08244  -0.25
C13 2.82753 0.15020 0.60266  -0.01
C14 3.36637 -1.11658 0.52813  0.00
C15 4.51272 -1.37021 -0.22488  -0.21
C16 5.11681 -0.31104 -0.90790  -0.03
C17 4.58600 0.95406 -0.83789  0.01
H7 5.03991 1.78336 -1.35695  0.12
H8 6.00638 -0.49172 -1.49369  0.11
C18 5.06505 -2.72119 -0.28922  -0.24
O3 4.61097 -3.69203 0.26526  0.05
H9 5.97844 -2.79895 -0.91379  0.12
H10 2.90632 -1.93968 1.05436  0.12
H11 1.94298 0.30637 1.19921  0.10
H12 1.81724 2.42444 1.61083  0.13
H13 0.58085 2.98671 -1.14092  0.13
H14 0.56069 1.40530 -0.36902  0.10
H15 -0.69369 2.43313 1.59438  0.13
H16 -0.72004 3.96998 0.70800  0.13
H17 -0.88008 0.32525 1.17359  0.10
H18 -1.85039 -1.88602 0.96553  0.12
H19 -3.27528 -3.42818 -0.28816  0.11
H20 -4.47141 -2.81248 -1.43681  0.11

Force components x, y, z for each atom (eV/Å):
C 0.09 -0.13 -0.17
H -0.09 0.06 0.03
H 0.00 0.02 0.11
H -0.10 -0.09 0.06
C -0.14 0.06 0.19
C 0.12 -0.17 -0.05
C -0.17 -0.04 -0.13
C 0.17 0.34 0.10
C -0.16 -0.08 -0.08
C 0.15 0.17 0.08
C 0.12 0.03 0.07
H -0.10 -0.01 -0.08
H -0.05 0.10 -0.07
O -0.27 -0.12 -0.15
C 0.49 -0.01 0.05
C -0.01 0.04 0.18
C -0.54 0.02 0.07
H 0.00 -0.14 0.07
O 0.26 -0.09 -0.15
C 0.31 -0.21 -0.15
C -0.17 0.27 0.08
C 0.29 -0.13 -0.17
C -0.42 0.45 0.19
C -0.16 -0.31 0.18
C -0.21 0.27 0.06
H 0.05 0.09 -0.06
H 0.11 -0.02 -0.07
C 0.32 -0.19 -0.18
O -0.04 0.00 0.02
H 0.02 -0.10 0.01
H -0.05 -0.06 0.05
H -0.10 0.06 0.03
H 0.05 0.06 -0.06
H 0.00 -0.01 0.00
H 0.01 0.03 -0.02
H -0.04 0.06 -0.05
H 0.01 -0.13 0.07
H 0.10 0.06 0.03
H 0.05 -0.10 0.05
H 0.00 -0.01 -0.10
H 0.08 -0.06 -0.02

(3)
This record from the OMol25 dataset describes a molecular structure, C18H21AgI2N2O3Se2 in a non-equilibrium geometry. The level of theory is the ωB97M-V functional and the def2-TZVPD basis.

Values from the calculation:
Total charge ... -2
Gap between HOMO and LUMO ... 2.082 eV
LUMO energy ... 3.61 eV
Maximum force ... 0.06930 Eh/bohr

Each line ends with the Löwdin charge.
Element x y z (Å)
Ag1 -0.78014 0.57346 0.43768  0.41
I1 6.23060 0.12952 4.66101  0.69
C1 4.33336 0.09006 3.70674  -0.74
C2 3.22155 -0.14081 4.52167  -0.27
C3 1.92031 -0.19676 3.97972  -0.68
I2 0.31965 -0.86546 5.09789  0.85
C4 1.70958 0.22103 2.61849  -0.42
O1 0.48489 0.28822 2.15915  -0.27
C5 2.87322 0.49559 1.77956  -0.13
C6 2.69009 0.94485 0.33319  -0.18
N1 2.73962 -0.14106 -0.68586  -0.04
C7 3.84680 -0.06009 -1.74061  -0.15
C8 3.27854 -0.23615 -3.12568  -0.27
C9 4.05783 -0.22011 -4.29794  -0.05
C10 3.47468 -0.27833 -5.55552  -0.09
C11 2.08766 -0.24401 -5.58385  -0.09
C12 1.33610 -0.29632 -4.40334  -0.10
N2 1.95971 -0.24168 -3.23180  0.09
C13 4.13524 0.40297 2.34154  -0.13
H1 3.51119 -0.32828 5.57464  0.06
H2 3.47519 1.66977 0.02414  0.10
H3 1.75098 1.44323 0.22170  0.06
H4 1.90510 -0.16065 -1.32301  0.07
H5 4.58680 -0.84880 -1.56962  0.10
H6 4.30160 0.96061 -1.64267  0.11
H7 5.14033 -0.40860 -4.14249  0.11
H8 4.04858 -0.47528 -6.44444  0.09
H9 1.52681 -0.20473 -6.50302  0.09
H10 0.25430 -0.48018 -4.27338  0.13
H11 4.99639 0.51343 1.73337  0.08
O2 -2.72744 0.28250 2.48879  -0.18
C14 -4.14290 0.00882 2.35198  -0.23
C15 -4.54279 -0.02549 0.86034  -0.56
C16 -6.10369 0.03148 0.61338  -0.24
O3 -6.38596 -0.03280 -0.75550  -0.06
C17 -4.13133 -1.41476 0.34504  -0.61
Se1 -2.16279 -1.76178 0.15845  0.19
C18 -3.85868 1.18234 0.23949  -0.53
Se2 -2.61342 0.65311 -1.23215  0.20
H12 -2.33734 -0.58703 2.33116  -0.03
H13 -4.58329 0.85789 2.89864  0.12
H14 -4.46584 -0.93927 2.81136  0.12
H15 -6.52500 0.96409 1.08304  0.12
H16 -6.58415 -0.83106 1.12518  0.12
H17 -7.30821 -0.07002 -0.91459  0.06
H18 -4.57290 -1.55656 -0.65434  0.03
H19 -4.53822 -2.24126 0.97388  0.04
H20 -3.31405 1.81118 0.90036  0.03
H21 -4.51853 1.76317 -0.29178  -0.01

Force components x, y, z for each atom (eV/Å):
Ag 0.27 0.01 -0.06
I -0.30 0.02 -0.44
C -1.04 0.40 -0.49
C 0.37 -0.51 0.27
C 1.96 0.70 -0.32
I -0.13 0.12 0.05
C -2.11 -0.16 -1.18
O 2.32 0.01 1.04
C -0.11 0.07 0.71
C 1.07 -0.72 -0.80
N 0.38 -0.30 -2.03
C -1.12 0.49 1.96
C -0.47 1.28 -1.28
C 1.32 -1.33 0.77
C -0.51 -0.06 1.22
C -1.35 -0.10 -0.16
C 0.83 -0.14 0.38
N -0.28 -0.45 0.60
C -0.26 -0.41 0.96
H -1.00 -0.07 -0.57
H -0.24 -0.13 0.63
H -0.72 0.37 0.15
H 0.47 0.16 1.47
H 0.21 0.26 0.08
H 0.09 -0.82 -0.35
H -0.61 0.47 -0.39
H 0.16 0.39 -0.20
H 0.11 -0.23 -0.37
H 0.55 0.49 -0.76
H 0.69 0.36 -0.65
O -1.50 -0.66 0.74
C 0.04 0.89 0.17
C -0.56 -0.49 0.63
C 0.42 0.31 1.93
O 1.38 0.27 -0.63
C 0.42 -0.54 -0.90
Se -0.37 -3.13 1.66
C 1.05 -1.64 -1.19
Se -0.33 2.95 -1.71
H 0.78 -0.29 -0.37
H -0.43 -0.23 -0.22
H 0.36 0.21 0.22
H 0.30 -0.48 -0.39
H 0.27 0.27 -0.03
H -1.26 -0.03 0.03
H 0.33 0.10 0.24
H 0.17 0.79 -0.15
H 0.25 0.16 0.78
H -1.86 1.36 -1.03

(4)
This record from the OMol25 dataset describes a molecular structure, C18H21BF4N7O2PdS2 in a non-equilibrium geometry. The level of theory is the ωB97M-V functional and the def2-TZVPD basis.

Values from the calculation:
Total charge ... +1
2S+1 ... 3
Gap between HOMO and LUMO (spin up / spin down) ... 6.322 / 6.107 eV
<S²> ... 2.0107
LUMO energy (spin up / spin down) ... -3.90 / -5.79 eV
Maximum force ... 0.07269 Eh/bohr

Each line ends with the Mulliken spin population.
Element x y z (Å)
Pd1 0.67321 -0.36406 0.18340  1.15
O1 -6.63687 -1.47394 0.17933  0.00
N1 -5.78753 -0.73871 0.75531  0.00
O2 -6.13120 0.19693 1.48502  0.00
C1 -4.38876 -1.06399 0.53311  0.01
C2 -4.16335 -2.15020 -0.35103  0.00
C3 -2.79984 -2.52400 -0.58715  0.02
C4 -2.39178 -3.68800 -1.28903  -0.01
C5 -1.00936 -3.94623 -1.45070  0.01
C6 -0.19269 -2.85913 -1.25626  0.00
N2 -0.54960 -1.84786 -0.46437  0.13
C7 -1.75674 -1.73399 -0.02505  0.03
C8 -2.07450 -0.67585 0.86441  -0.03
N3 -0.99615 0.00138 1.34124  0.06
C9 -1.14335 0.97867 2.19299  0.00
C10 -2.42013 1.37489 2.67804  0.00
C11 -3.52714 0.77588 2.08334  0.01
C12 -3.40678 -0.29876 1.22185  0.00
H1 -4.96199 -2.81055 -0.76164  0.00
H2 -3.13815 -4.35547 -1.73150  0.00
H3 -0.63511 -4.86921 -1.83236  0.00
H4 0.85670 -2.90200 -1.54518  0.00
H5 -0.28106 1.41473 2.59743  0.00
H6 -2.46468 2.18027 3.41132  0.00
H7 -4.54364 1.13322 2.29286  0.00
S1 2.15377 1.23685 1.29329  0.12
C13 2.93917 0.42401 2.55730  -0.02
N4 3.13463 -0.91246 2.66202  0.01
C14 3.94185 -1.26035 3.86816  0.00
C15 4.09897 0.14116 4.52135  0.00
N5 3.65334 1.05915 3.46813  0.01
H8 2.78732 -1.56031 1.96562  0.00
H9 4.94071 -1.75137 3.58013  0.00
H10 3.39276 -1.92964 4.54420  0.00
H11 5.13863 0.38224 4.78088  0.00
H12 3.42606 0.20251 5.40963  0.00
H13 3.63034 2.05990 3.61693  0.00
F1 -0.44692 1.73855 -1.29268  0.00
B1 -1.70200 1.30801 -1.93814  0.02
F2 -2.78588 1.35407 -1.14424  0.00
F3 -1.36929 -0.03132 -2.47599  -0.01
F4 -1.84811 2.20873 -3.04232  0.00
C16 1.99648 1.45254 -4.83347  0.00
N6 1.34029 1.00675 -3.62353  0.02
C17 1.97639 0.87877 -2.46538  -0.01
S2 2.02215 -0.70518 -1.70731  0.45
N7 2.71628 1.88348 -1.99279  0.01
C18 2.20900 3.31312 -2.03865  0.00
H14 2.68291 2.25424 -4.54191  0.00
H15 1.30631 1.72861 -5.62061  0.00
H16 2.57628 0.62052 -5.21422  0.00
H17 0.45447 0.51853 -3.69135  0.00
H18 3.04185 1.67240 -1.02203  0.00
H19 2.91873 3.78236 -2.73873  0.00
H20 2.39146 3.79778 -1.09103  0.00
H21 1.15255 3.37235 -2.31865  0.00

Force components x, y, z for each atom (eV/Å):
Pd 2.84 0.90 -0.60
O 1.97 1.61 1.21
N -3.60 -0.87 -0.53
O 0.80 -1.21 -0.99
C -0.98 -1.79 -1.55
C 0.20 0.99 1.69
C 0.38 -0.42 0.09
C 0.57 0.03 0.08
C -2.36 0.87 -0.45
C 1.07 -0.52 1.51
N 1.60 -1.56 -1.19
C -3.40 -0.36 -0.79
C -0.42 1.21 1.27
N -1.27 -0.25 -0.04
C -2.31 -0.04 1.02
C 0.53 -0.65 -1.30
C -0.80 1.56 1.58
C 2.50 -1.42 -1.62
H 0.53 1.14 0.46
H 0.25 0.12 0.42
H 0.08 -0.31 -0.49
H -0.36 0.09 -0.07
H 1.21 0.67 0.20
H -0.29 -0.27 -0.31
H 0.78 -0.16 0.12
S -0.18 0.46 0.43
C 0.84 -0.87 -1.43
N -0.23 0.53 0.83
C 0.81 -0.26 -0.70
C 0.17 -0.15 0.44
N 0.00 -0.04 1.17
H 0.09 0.21 0.27
H -1.50 0.81 0.34
H 0.21 0.11 -0.38
H -0.42 -0.22 0.17
H 0.65 0.16 -0.55
H -0.22 -0.27 -0.23
F -0.83 -0.48 0.37
B 2.00 0.85 -2.62
F -0.32 -0.50 0.81
F -0.54 1.04 0.69
F 0.06 -0.95 0.77
C 0.68 0.39 0.28
N -1.01 -0.18 0.32
C 0.46 0.09 -0.09
S -0.14 0.54 -0.15
N -0.93 0.13 2.45
C 1.42 -0.55 -1.34
H -0.22 0.02 -0.60
H -0.25 0.38 0.27
H 0.32 -0.16 -0.19
H 0.11 -0.39 -0.07
H 0.07 0.01 -1.31
H -0.85 0.37 -0.02
H -0.09 -0.26 0.43
H 0.34 -0.17 -0.10